Record 1
{"formula": "C2H12O3S2", "method": "ωB97M-V/def2-TZVPD", "fmax_ev_per_a": 7.272, "e_above_lowest_kj_mol": 274.7, "homo_lumo_gap_ev": 9.067, "smiles": "CCSS.O.O.O", "e_homo_ev": -8.93, "mol_weight_g_mol": 148.2, "species": ["C", "C", "S", "S", "H", "H", "H", "H", "H", "H", "O", "H", "H", "O", "H", "H", "O", "H", "H"], "positions_angstrom": [[2.069, -1.246, 2.447], [1.771, -2.588, 1.811], [1.429, -2.530, 0.000], [-0.483, -2.341, -0.496], [1.441, -1.087, 3.275], [1.800, -0.151, 1.939], [3.048, -1.036, 2.696], [1.026, -3.064, 2.452], [2.748, -3.075, 1.816], [-0.881, -1.095, -0.063], [-0.533, 2.482, -1.353], [-1.109, 2.820, -0.593], [-0.298, 1.586, -1.165], [-1.310, 5.580, -3.137], [-1.121, 5.180, -4.015], [-0.805, 4.826, -2.756], [-2.929, 3.192, 1.417], [-3.656, 2.682, 1.524], [-2.194, 3.315, 1.846]]}


Record 2
{"formula": "C10H18BrClN3O", "method": "ωB97M-V/def2-TZVPD", "total_charge": 1, "fmax_ev_per_a": 3.492, "homo_lumo_gap_ev": 8.302, "e_homo_ev": -13.28, "mol_weight_g_mol": 311.6, "species": ["N", "C", "N", "N", "C", "Br", "C", "O", "C", "Cl", "H", "H", "H", "H", "C", "C", "C", "C", "C", "C", "H", "H", "H", "H", "H", "H", "H", "H", "H", "H", "H", "H", "H", "H"], "positions_angstrom": [[-1.118, 2.225, -0.818], [-2.513, 2.019, -0.628], [-2.937, 0.729, -0.659], [-4.219, 0.433, -0.499], [-5.015, 1.451, -0.327], [-6.909, 0.958, -0.151], [-4.747, 2.909, -0.238], [-5.637, 3.859, -0.021], [-3.309, 3.213, -0.400], [-2.676, 4.849, -0.351], [-0.645, 1.329, -0.957], [-0.730, 2.735, -0.020], [-2.277, -0.038, -0.828], [-6.550, 3.560, -0.216], [4.437, -1.259, -1.118], [4.042, -1.289, 0.354], [3.085, -2.430, 0.700], [1.729, -2.378, -0.007], [0.926, -1.100, 0.228], [0.549, -0.882, 1.689], [3.572, -1.096, -1.766], [5.144, -0.447, -1.304], [4.915, -2.196, -1.412], [3.610, -0.326, 0.639], [4.949, -1.405, 0.954], [2.933, -2.444, 1.784], [3.565, -3.382, 0.454], [1.134, -3.237, 0.323], [1.872, -2.511, -1.083], [0.003, -1.156, -0.367], [1.477, -0.228, -0.143], [-0.042, -1.719, 2.068], [-0.050, 0.027, 1.797], [1.431, -0.770, 2.322]]}


Record 3
{"formula": "C4H4N2O2", "method": "ωB97M-V/def2-TZVPD", "fmax_ev_per_a": 8.782, "s_squared": 2.008, "e_above_lowest_kj_mol": 0.0, "spin_multiplicity": 3, "homo_lumo_gap_ev": [5.976, 7.120], "e_homo_ev": [-5.06, -9.46], "mol_weight_g_mol": 112.1, "species": ["C", "C", "C", "C", "N", "N", "O", "O", "H", "H", "H", "H"], "positions_angstrom": [[1.225, -1.171, -0.024], [0.091, -1.884, 0.015], [0.191, 0.846, -0.020], [-1.340, -0.033, -0.003], [1.298, 0.204, -0.045], [0.008, 2.158, 0.007], [-2.377, 0.565, 0.000], [-1.179, -1.343, 0.007], [2.181, -1.675, -0.029], [0.051, -2.961, 0.064], [-0.939, 2.502, 0.026], [0.789, 2.793, 0.003]]}